Entry 1:
# C28H38N4O3P2STc

A molecular structure, C28H38N4O3P2STc at a distorted geometry (wB97M-V/def2-TZVPD, OMol25).

Summary:
2S+1 = 4
<S²> = 3.823
E_tot = -73344.150 eV
Highest occupied orbital energy (alpha / beta) = -13.4 / -13.4 eV
F_max = 4.9 eV Å⁻¹
HOMO-LUMO gap (alpha / beta) = 4.9 / 3.4 eV
Net charge = +2

Last column: Mulliken charge in e.
Positions of all 77 atoms, in Å:
Tc1 0.7612 -1.9282 0.7343  -0.321
C1 1.8783 4.0461 -2.0913  -0.458
C2 1.0602 4.2812 -1.0689  -0.272
C3 -0.4027 4.5341 -1.2220  -1.115
C4 -1.0774 3.8101 -2.4016  -1.232
C5 -0.6586 2.4047 -2.6924  0.065
C6 0.3353 2.0735 -3.5183  -0.393
C7 0.9856 3.1488 -4.3350  -1.011
C8 1.5693 4.3353 -3.5283  -0.997
C9 0.3678 -3.9702 0.2721  -1.813
H1 2.8977 3.7121 -1.9305  0.269
H2 1.4575 4.4820 -0.0667  1.228
H3 -0.5549 5.6157 -1.3740  0.389
H4 -0.9184 4.2796 -0.2886  0.306
H5 -2.1534 3.7611 -2.1734  0.453
H6 -0.9622 4.4298 -3.3001  0.358
H7 -1.3798 1.6559 -2.3563  0.940
H8 0.5715 1.0453 -3.7836  0.468
H9 0.2500 3.5773 -5.0328  0.306
H10 1.7827 2.7197 -4.9467  0.375
H11 2.5280 4.5885 -4.0105  0.419
H12 0.9185 5.2168 -3.6255  0.332
H13 1.2963 -4.4889 0.5505  0.588
H14 0.1541 -4.2174 -0.7791  0.664
H15 -0.4309 -4.4083 0.8922  0.439
P1 -1.0646 -1.4894 -0.4270  0.942
P2 0.4154 0.0636 1.7334  0.367
N1 -0.8975 -1.8303 -2.1321  0.796
N2 -2.5819 -2.2921 -0.0073  0.689
N3 1.9117 0.7928 1.1495  0.357
N4 0.6376 0.5487 3.4062  0.513
C10 -1.5121 0.2623 -0.2490  0.062
C11 -1.0328 0.9361 1.0574  -0.705
C12 0.2573 -2.4582 -2.6208  -0.485
C13 0.0652 -2.7232 -3.9750  -0.820
C14 -1.2231 -2.2113 -4.3318  -0.760
C15 -1.7956 -1.6741 -3.1827  -0.555
C16 -2.7671 -3.6778 -0.0912  -0.688
C17 -4.0095 -3.9959 0.4290  -0.826
C18 -4.6141 -2.7781 0.8745  -0.728
C19 -3.7045 -1.7607 0.6255  -0.296
C20 2.9735 0.0606 0.6116  -0.541
C21 3.7785 0.9367 -0.1052  -1.021
C22 3.2696 2.2457 0.1096  -0.718
C23 2.1044 2.1240 0.8496  -0.114
C24 0.8159 1.8340 3.9237  0.010
C25 0.9955 1.7473 5.3056  -0.691
C26 0.9507 0.3588 5.6562  -0.680
C27 0.7465 -0.3496 4.4764  0.229
H16 -2.5966 0.3755 -0.3741  1.307
H17 -1.0177 0.7532 -1.0883  -1.694
H18 -0.7975 2.0029 0.9106  0.415
H19 -1.8280 0.8875 1.8217  0.370
H20 1.0891 -2.6774 -1.9688  0.506
H21 0.7479 -3.2595 -4.6064  0.500
H22 -1.6784 -2.2512 -5.3081  0.499
H23 -2.7425 -1.1906 -3.0118  0.515
H24 -1.9928 -4.3204 -0.4873  0.600
H25 -4.4496 -4.9901 0.4216  0.472
H26 -5.6131 -2.6493 1.2688  0.463
H27 -3.7480 -0.6986 0.8318  0.412
H28 3.0766 -1.0144 0.8072  0.595
H29 4.6233 0.6629 -0.7154  0.512
H30 3.6851 3.1918 -0.2131  0.854
H31 1.3601 2.8462 1.1435  0.160
H32 0.8093 2.6873 3.2688  0.452
H33 1.1535 2.5763 5.9741  0.496
H34 1.0559 -0.0828 6.6310  0.512
H35 0.7582 -1.4029 4.2723  0.160
C28 -0.3630 -4.0412 3.8984  -0.849
S1 1.3627 -3.7649 3.5256  1.267
O1 2.0444 -3.2650 4.7051  -0.603
O2 1.9085 -4.9113 2.8361  -0.652
O3 1.2964 -2.5510 2.5244  -0.512
H36 -0.5681 -3.6982 4.9132  0.404
H37 -0.5748 -5.1105 3.8047  0.399
H38 -0.9954 -3.4790 3.2046  0.113

***

Entry 2:
# C28H39AsN2O9P2Ti

A molecular structure, C28H39AsN2O9P2Ti (wB97M-V/def2-TZVPD, OMol25).

Summary:
E_tot = -153603.560 eV
Highest occupied orbital energy = -13.2 eV
F_max = 0.6 eV Å⁻¹
HOMO-LUMO gap = 7.3 eV
Net charge = +2

Last column: Mulliken charge in e.
Positions of all 82 atoms, in Å:
Ti1 0.9016 1.3870 0.6504  0.069
C1 2.8721 4.5180 -1.7315  -1.629
C2 3.2209 4.1546 -0.2897  1.029
O1 4.2559 4.9640 0.2578  -0.647
P1 3.8931 2.4651 -0.1550  0.467
O2 4.8901 2.4206 1.0497  -0.434
O3 4.6701 2.2264 -1.4938  -0.581
O4 2.8243 1.4212 0.0471  -0.298
P2 1.7217 4.3138 0.7811  0.796
O5 2.1713 3.6749 2.1826  -0.497
O6 1.2465 5.6874 0.8555  -0.722
O7 0.7776 3.1759 0.2231  -0.324
H1 3.7715 4.5189 -2.3438  0.426
H2 2.4195 5.5105 -1.7457  0.508
H3 2.1548 3.8142 -2.1566  0.277
H4 4.0066 5.8966 0.1818  0.414
H5 5.3729 3.2546 1.1804  0.387
H6 5.3205 1.5103 -1.5192  0.354
H7 2.4215 4.3366 2.8414  0.313
C3 -5.7440 -3.8382 -2.2029  -1.589
C4 -4.5351 -3.1922 -1.5943  0.444
C5 -4.3844 -3.0940 -0.2175  -1.120
C6 -3.2699 -2.5000 0.3620  0.086
C7 -3.2250 -2.4567 1.8731  -1.332
C8 -2.2581 -1.9859 -0.4760  0.724
As1 -0.7653 -1.2513 0.5201  2.214
N1 -0.5769 0.5943 0.0192  0.559
C9 -1.7453 1.3122 -0.4040  0.785
C10 -1.6647 2.1696 -1.4949  -0.255
C11 -2.7985 2.8462 -1.9196  -1.022
C12 -4.0068 2.6647 -1.2640  -0.687
C13 -4.0818 1.8061 -0.1753  -0.938
C14 -2.9552 1.1277 0.2588  -0.288
C15 0.9838 -1.8088 -0.1939  1.482
C16 1.4823 -2.9102 0.5424  -0.061
C17 0.6049 -3.6813 1.4979  -1.654
C18 2.7869 -3.3316 0.3716  -1.024
C19 3.6509 -2.6864 -0.5082  0.335
C20 5.0788 -3.1251 -0.6515  -1.640
C21 3.1391 -1.6394 -1.2505  -1.358
C22 1.8165 -1.1914 -1.1474  1.146
C23 1.4524 -0.1762 -2.2133  -1.617
C24 -2.3946 -2.0778 -1.8693  0.858
C25 -1.3571 -1.5466 -2.8081  -0.881
C26 -3.5274 -2.6755 -2.3993  -1.133
H8 -6.4337 -4.1927 -1.4398  0.374
H9 -5.4541 -4.6869 -2.8235  0.358
H10 -6.2747 -3.1339 -2.8448  0.359
H11 -5.1585 -3.4951 0.4258  0.345
H12 -4.1257 -2.9159 2.2752  0.423
H13 -3.1818 -1.4324 2.2556  0.205
H14 -2.3671 -2.9938 2.2809  0.201
H15 -0.7239 2.3059 -2.0134  0.399
H16 -2.7349 3.5119 -2.7695  0.466
H17 -4.8901 3.1881 -1.6027  0.457
H18 -5.0242 1.6573 0.3348  0.474
H19 -3.0153 0.4521 1.1034  0.191
H20 0.3939 -3.1126 2.4072  0.236
H21 1.0936 -4.6078 1.7929  0.481
H22 -0.3515 -3.9541 1.0418  0.204
H23 3.1404 -4.1885 0.9333  0.455
H24 5.1810 -4.1962 -0.4844  0.411
H25 5.7090 -2.6205 0.0841  0.298
H26 5.4672 -2.8948 -1.6427  0.391
H27 3.7751 -1.1717 -1.9959  0.494
H28 2.2939 0.4988 -2.3713  0.369
H29 0.5658 0.4142 -2.0178  -0.239
H30 1.2887 -0.7064 -3.1521  0.666
H31 -1.2225 -0.4732 -2.6684  0.008
H32 -1.6581 -1.7102 -3.8409  0.469
H33 -0.3972 -2.0385 -2.6504  0.142
H34 -3.6259 -2.7426 -3.4768  0.449
N2 -1.0525 1.2424 4.8917  -0.147
C27 0.0333 0.3453 4.3644  -0.805
C28 0.4128 0.8569 2.9950  1.594
O8 -0.2274 1.8045 2.4882  -0.823
O9 1.3439 0.3049 2.3478  -0.603
H35 -0.7125 1.8768 5.6166  0.389
H36 -1.8376 0.7171 5.2792  0.376
H37 -1.3836 1.8180 4.0985  0.306
H38 -0.3493 -0.6694 4.2680  0.284
H39 0.8856 0.3403 5.0394  0.400

***

Entry 3:
# C28H39BCeN16O6S2

A molecular structure, C28H39BCeN16O6S2 at a distorted geometry (wB97M-V/def2-TZVPD, OMol25).

Summary:
2S+1 = 2
<S²> = 0.751
E_tot = -101071.446 eV
Highest occupied orbital energy (alpha / beta) = -5.0 / -5.0 eV
F_max = 2.6 eV Å⁻¹
HOMO-LUMO gap (alpha / beta) = 6.2 / 6.2 eV
Net charge = -1

Last column: Mulliken charge in e.
Positions of all 93 atoms, in Å:
Ce1 -0.3120 -0.1941 1.7814  -0.122
N1 0.2816 2.2078 3.0250  -0.220
N2 1.3649 1.8622 3.8778  0.121
C1 1.1650 1.7635 5.2142  0.355
N3 2.0618 0.9781 5.8806  -0.451
S1 -0.0002 2.6256 6.0025  -0.444
H1 0.4421 3.1325 2.6217  0.152
H2 -0.5831 2.2943 3.5901  0.117
H3 1.9947 1.1657 3.4456  0.247
H4 2.4269 0.1929 5.3574  0.242
H5 1.7982 0.7681 6.8306  0.277
C2 5.0276 -0.2958 1.2087  -1.070
C3 5.1864 -1.5933 1.6826  -0.466
C4 4.2467 -2.1062 2.5516  -1.149
C5 3.1482 -1.3215 2.9280  0.430
N4 2.9842 -0.0832 2.4273  -0.081
C6 3.9083 0.4074 1.6110  -0.276
C7 2.1422 -1.7776 3.8926  0.133
C8 2.4976 -2.7082 4.8769  -0.534
C9 1.5686 -3.1319 5.8013  -0.842
C10 0.2882 -2.6005 5.7708  -0.938
C11 -0.0504 -1.6574 4.8130  -0.320
C12 0.8395 -1.2176 3.8135  1.498
H6 5.7499 0.1511 0.5433  0.412
H7 6.0410 -2.1834 1.3777  0.423
H8 4.3403 -3.1124 2.9283  0.415
H9 3.7429 1.4272 1.2817  0.422
H10 3.5115 -3.0770 4.9518  0.433
H11 1.8403 -3.8577 6.5554  0.374
H12 -0.4369 -2.9195 6.5071  0.433
H13 -1.0496 -1.2220 4.8527  0.376
N5 -3.9298 -1.5390 2.5339  -0.001
C13 -3.6516 -0.2212 2.7823  0.126
N6 -4.5631 0.6832 3.1424  -0.564
N7 -3.8769 1.8022 3.3046  -0.851
N8 -2.6274 1.6116 3.0681  -0.521
N9 -2.4220 0.3219 2.7218  1.216
C14 -3.0016 -2.4500 2.1076  0.238
N10 -3.2554 -3.7375 1.8753  -0.586
N11 -2.0899 -4.2372 1.4836  -0.729
N12 -1.1797 -3.3268 1.4746  -0.403
N13 -1.7120 -2.1520 1.8658  0.901
H14 -4.8888 -1.8347 2.5789  0.254
C15 0.5541 0.7115 -6.7540  -0.794
C16 -0.4378 1.8464 -6.8105  -0.660
S2 -0.0554 3.0836 -5.5072  1.430
O1 -0.3828 4.3853 -6.0230  -0.729
O2 1.3015 2.8945 -5.0537  -0.696
C17 -1.1406 2.7429 -4.0859  0.474
C18 -0.7706 3.7793 -3.0309  -1.967
N14 -1.1145 3.3422 -1.7038  0.407
C19 -0.2598 2.7964 -0.8070  0.698
N15 -0.8832 2.4312 0.3033  0.065
C20 -2.1815 2.7687 0.1439  -0.814
C21 -2.3658 3.3151 -1.1132  0.060
N16 -3.5411 3.7650 -1.7125  1.023
O3 -3.5196 4.0512 -2.9170  -0.673
O4 -4.5391 3.8460 -1.0071  -0.646
C22 1.2130 2.7408 -0.9944  -1.111
H15 0.4944 0.0959 -7.6466  0.393
H16 0.3766 0.0821 -5.8881  0.067
H17 1.5557 1.1242 -6.6768  0.343
H18 -1.4640 1.5323 -6.6456  0.380
H19 -0.3721 2.4044 -7.7404  0.445
H20 -0.9356 1.7335 -3.7422  -0.554
H21 -2.1779 2.8493 -4.3871  0.724
H22 -1.2752 4.7190 -3.2690  0.166
H23 0.3094 3.9348 -3.0681  0.749
H24 -2.9125 2.6398 0.9183  0.709
H25 1.6298 3.7506 -0.9831  0.546
H26 1.4940 2.2689 -1.9345  0.324
H27 1.6339 2.1626 -0.1702  -0.345
C23 -1.1904 -1.1050 -3.6263  -1.812
C24 -0.9875 -1.5807 -2.1848  1.870
C25 -2.2846 -2.2464 -1.7055  -2.122
O5 -0.7584 -0.4442 -1.3442  0.215
B1 0.3586 -0.6410 -0.4952  0.244
O6 0.9363 -1.8442 -0.8520  -0.450
C26 0.3025 -2.4527 -1.9785  1.922
C27 0.0220 -3.9239 -1.6719  -1.834
C28 1.3160 -2.3608 -3.1319  -2.249
H28 -2.1161 -0.5371 -3.7011  0.576
H29 -1.2530 -1.9627 -4.2911  0.437
H30 -0.3669 -0.4667 -3.9363  -0.193
H31 -3.0835 -1.5046 -1.7170  0.532
H32 -2.1651 -2.6009 -0.6872  0.256
H33 -2.5737 -3.0804 -2.3415  0.343
H34 -0.4727 -4.0343 -0.7097  0.281
H35 0.9655 -4.4625 -1.6169  0.468
H36 -0.5918 -4.3574 -2.4591  0.293
H37 1.5898 -1.3244 -3.3183  0.293
H38 0.9349 -2.8177 -4.0418  0.338
H39 2.2170 -2.8876 -2.8247  0.552